No. 1
Below is a structure of composition CHIN2 at a distorted geometry, with properties calculated with the ωB97M-V functional and the def2-TZVPD basis.

Positions of all 5 atoms, in Å:
C1 -0.178 -0.598 -0.661
N1 -0.612 -1.485 -1.211
N2 0.504 0.597 0.058
I1 -0.927 1.342 1.195
H1 1.213 0.144 0.620

Values from the calculation:
energy relative to the best compared isomer or geometry (same formula, charge and spin) = 14.1 kcal/mol
Kohn-Sham gap = 9.244 eV

What are the Löwdin partial charges on each atom? They are as follows, in elementary charge units: number 1, C, carries -0.425; number 2, N, carries 0.118; number 3, N, carries -0.540; number 4, I, carries 0.836; number 5, H, carries 0.012

***

No. 2
Below is a structure of composition CHLaLiO2 at a distorted geometry, with properties calculated with the ωB97M-V functional and the def2-TZVPD basis.

Positions of all 6 atoms, in Å:
H1 0.814 1.630 0.044
O1 1.065 0.616 0.376
C1 0.215 0.239 -0.584
O2 -0.495 -0.717 -0.135
Li1 -2.229 -0.512 -1.580
La1 0.630 -1.256 1.878

Values from the calculation:
energy relative to the best compared isomer or geometry (same formula, charge and spin) = 57.4 kcal/mol
total charge = +3
Kohn-Sham gap = 6.950 eV

What are the Löwdin partial charges on each atom? They are as follows, in elementary charge units: number 1, H, carries 0.263; number 2, O, carries -0.188; number 3, C, carries -0.311; number 4, O, carries -0.362; number 5, Li, carries 0.916; number 6, La, carries 2.683

***

No. 3
Below is the molecule CHN2O2P at a distorted geometry, with properties calculated with the ωB97M-V functional and the def2-TZVPD basis.

Positions of all 7 atoms, in Å:
C1 -1.551 0.447 0.069
N1 -2.238 1.143 -0.521
N2 1.172 0.103 -0.031
O1 1.349 1.268 -0.141
O2 1.796 -0.831 -0.429
P1 -0.199 -0.490 0.947
H1 -0.329 -1.640 0.107

Values from the calculation:
energy relative to the best compared isomer or geometry (same formula, charge and spin) = 81.4 kcal/mol
2S+1 = 3
Kohn-Sham gap (alpha / beta) = 7.334 / 6.930 eV
⟨S²⟩ = 2.01

What are the Löwdin partial charges on each atom? They are as follows, in elementary charge units: number 1, C, carries -0.430; number 2, N, carries 0.092; number 3, N, carries -0.736; number 4, O, carries 0.011; number 5, O, carries 0.047; number 6, P, carries 1.046; number 7, H, carries -0.030

***

No. 4
Below is a cluster of 2 separate species, CHN2O3 in total at a distorted geometry, with properties calculated with the ωB97M-V functional and the def2-TZVPD basis.

Positions of all 7 atoms, in Å:
C1 1.804 -0.341 0.080
N1 -1.547 -0.177 -0.131
N2 -0.402 0.643 -0.251
O1 2.472 0.298 -0.625
O2 1.470 -1.256 0.702
O3 -1.276 0.731 0.890
H1 -2.521 0.102 -0.665

Values from the calculation:
energy relative to the best compared isomer or geometry (same formula, charge and spin) = 80.3 kcal/mol
total charge = -1
Kohn-Sham gap = 5.840 eV

What are the Löwdin partial charges on each atom? They are as follows, in elementary charge units: number 1, C, carries -0.550; number 2, N, carries -0.245; number 3, N, carries -0.201; number 4, O, carries 0.101; number 5, O, carries 0.111; number 6, O, carries -0.293; number 7, H, carries 0.077

***

No. 5
Below is a cluster of 2 separate species, CHN2O3 in total at a distorted geometry, with properties calculated with the ωB97M-V functional and the def2-TZVPD basis.

Positions of all 7 atoms, in Å:
C1 -1.418 0.691 -1.391
N1 1.222 -1.019 0.738
N2 0.952 -0.136 1.378
O1 -1.856 0.957 -2.423
O2 0.746 0.676 2.112
O3 -0.876 0.498 -0.403
H1 1.230 -1.667 -0.012

Values from the calculation:
energy relative to the best compared isomer or geometry (same formula, charge and spin) = 10.6 kcal/mol
total charge = +1
Kohn-Sham gap = 10.950 eV

What are the Löwdin partial charges on each atom? They are as follows, in elementary charge units: number 1, C, carries -0.393; number 2, N, carries 0.440; number 3, N, carries -0.091; number 4, O, carries 0.270; number 5, O, carries 0.391; number 6, O, carries 0.181; number 7, H, carries 0.201

***

No. 6
Below is a cluster of 2 separate species, CHN2O3 in total at a distorted geometry, with properties calculated with the ωB97M-V functional and the def2-TZVPD basis.

Positions of all 7 atoms, in Å:
C1 -0.100 0.988 1.289
N1 -0.061 -0.091 -0.900
N2 0.030 -1.224 -0.838
O1 -0.191 -0.023 1.796
O2 0.167 -2.331 -0.696
O3 -0.124 2.024 0.821
H1 0.280 0.656 -1.472

Values from the calculation:
energy relative to the best compared isomer or geometry (same formula, charge and spin) = 20.9 kcal/mol
total charge = +1
Kohn-Sham gap = 9.959 eV

What are the Löwdin partial charges on each atom? They are as follows, in elementary charge units: number 1, C, carries -0.493; number 2, N, carries 0.395; number 3, N, carries -0.023; number 4, O, carries 0.240; number 5, O, carries 0.417; number 6, O, carries 0.249; number 7, H, carries 0.214

***

No. 7
Below is a structure of composition CHN2O5 at a distorted geometry, with properties calculated with the ωB97M-V functional and the def2-TZVPD basis.

Positions of all 9 atoms, in Å:
C1 -1.042 0.863 0.239
N1 0.383 0.559 -0.429
N2 0.409 -1.217 -0.807
O1 -2.001 0.818 -0.551
O2 -0.418 -1.656 -1.525
O3 -0.904 1.061 1.434
O4 1.287 -1.667 -0.066
O5 1.364 0.657 0.400
H1 0.921 0.582 1.305

Values from the calculation:
energy relative to the best compared isomer or geometry (same formula, charge and spin) = 28.9 kcal/mol
total charge = -1
Kohn-Sham gap = 9.031 eV

Here are the Löwdin charges for atoms 1 to 8, given in e: number 1, C, carries -0.702; number 2, N, carries -0.015; number 3, N, carries -0.325; number 4, O, carries -0.034; number 5, O, carries 0.069; number 6, O, carries -0.022; number 7, O, carries -0.003; number 8, O, carries -0.080

***

No. 8
Below is a structure of composition CHN2O6S2 at a distorted geometry, with properties calculated with the ωB97M-V functional and the def2-TZVPD basis.

Positions of all 12 atoms, in Å:
C1 0.145 0.392 -0.200
N1 0.626 -0.837 -0.502
N2 -0.985 0.730 -0.758
O1 -0.360 2.986 1.547
O2 0.275 -3.315 1.362
O3 0.903 1.300 0.267
O4 1.643 -1.426 0.180
O5 -0.244 -1.858 -0.793
O6 -1.136 2.110 -0.679
S1 0.053 2.880 0.214
S2 0.828 -3.024 0.118
H1 -1.749 0.061 -0.755

Values from the calculation:
energy relative to the best compared isomer or geometry (same formula, charge and spin) = 0.0 kcal/mol
total charge = +1
Kohn-Sham gap = 9.285 eV

Here are the Löwdin charges for atoms 1 to 8, given in e: number 1, C, carries -0.401; number 2, N, carries -0.178; number 3, N, carries 0.131; number 4, O, carries -0.272; number 5, O, carries -0.283; number 6, O, carries -0.029; number 7, O, carries -0.160; number 8, O, carries -0.179

***

No. 9
Below is the molecule CHN3O at a distorted geometry, with properties calculated with the ωB97M-V functional and the def2-TZVPD basis.

Positions of all 6 atoms, in Å:
H1 2.582 0.178 0.000
N1 1.832 -0.516 0.001
N2 0.748 0.178 -0.004
N3 -0.550 -0.225 -0.002
C1 -1.730 0.145 0.004
O1 -2.882 0.240 0.000

Values from the calculation:
energy relative to the best compared isomer or geometry (same formula, charge and spin) = 93.9 kcal/mol
Kohn-Sham gap = 9.211 eV

What are the Löwdin partial charges on each atom? They are as follows, in elementary charge units: number 1, H, carries 0.048; number 2, N, carries 0.066; number 3, N, carries -0.117; number 4, N, carries 0.088; number 5, C, carries -0.269; number 6, O, carries 0.184

***

No. 10
Below is the molecule CHN3O at a distorted geometry, with properties calculated with the ωB97M-V functional and the def2-TZVPD basis.

Positions of all 6 atoms, in Å:
C1 0.623 0.395 0.008
N1 -0.708 0.908 -0.031
N2 -1.465 -0.117 0.000
O1 -0.666 -1.257 0.003
N3 0.648 -0.920 -0.034
H1 1.568 0.991 0.055

Values from the calculation:
energy relative to the best compared isomer or geometry (same formula, charge and spin) = 89.9 kcal/mol
Kohn-Sham gap = 12.051 eV

What are the Löwdin partial charges on each atom? They are as follows, in elementary charge units: number 1, C, carries -0.169; number 2, N, carries 0.038; number 3, N, carries 0.040; number 4, O, carries -0.102; number 5, N, carries 0.069; number 6, H, carries 0.124

***

No. 11
Below is the molecule CHN3O, with properties calculated with the ωB97M-V functional and the def2-TZVPD basis.

Positions of all 6 atoms, in Å:
C1 0.728 0.083 -0.082
N1 -0.027 1.057 0.306
N2 -1.282 0.505 0.326
N3 -1.272 -0.694 -0.020
O1 0.055 -1.034 -0.302
H1 1.797 0.083 -0.228

Values from the calculation:
energy relative to the best compared isomer or geometry (same formula, charge and spin) = 74.7 kcal/mol
Kohn-Sham gap = 12.611 eV

What are the Löwdin partial charges on each atom? They are as follows, in elementary charge units: number 1, C, carries -0.213; number 2, N, carries 0.054; number 3, N, carries -0.015; number 4, N, carries 0.045; number 5, O, carries -0.005; number 6, H, carries 0.134

***

No. 12
Below is the molecule CHN3O at a distorted geometry, with properties calculated with the ωB97M-V functional and the def2-TZVPD basis.

Positions of all 6 atoms, in Å:
C1 -0.512 0.344 0.403
N1 0.409 0.920 -0.471
N2 1.116 0.064 -0.979
O1 0.602 -1.272 -0.366
N3 -0.368 -0.944 0.438
H1 -1.247 0.888 0.975

Values from the calculation:
energy relative to the best compared isomer or geometry (same formula, charge and spin) = 90.1 kcal/mol
Kohn-Sham gap = 11.526 eV

What are the Löwdin partial charges on each atom? They are as follows, in elementary charge units: number 1, C, carries -0.176; number 2, N, carries 0.015; number 3, N, carries 0.111; number 4, O, carries -0.086; number 5, N, carries 0.027; number 6, H, carries 0.109